ORCA calculation (ωB97M-V/def2-TZVPD) on C32H71Ca3N3O17P2 as an isolated structure in a non-equilibrium geometry.

Element x y z (Å)
Ca: 0.654 -2.420 -0.828
Ca: 0.738 2.211 1.757
Ca: 0.062 -1.338 2.421
P: 0.244 0.209 -0.028
O: 1.250 -0.770 0.544
O: -0.568 0.460 1.296
O: -0.393 -0.628 -1.147
O: 0.965 1.570 -0.341
P: 0.352 -4.019 1.505
O: -0.599 -2.900 0.982
O: 1.331 -3.186 2.350
O: 0.603 -4.468 0.024
O: -0.672 -4.926 2.141
O: -2.850 -1.665 -1.049
C: -2.621 -2.921 -1.427
O: -1.423 -3.278 -1.760
O: -3.453 -3.836 -1.172
H: -1.991 -1.198 -0.981
O: 0.967 1.058 5.773
C: 1.040 1.322 4.453
O: 1.024 2.551 4.111
O: 1.099 0.478 3.544
H: 1.018 1.956 6.131
C: 1.530 6.643 1.668
C: 2.014 6.184 0.258
C: 1.349 4.838 0.032
O: 1.195 4.287 1.337
C: 0.903 5.364 2.221
H: 0.728 7.346 1.442
H: 2.381 7.055 2.201
H: 3.076 5.962 0.388
H: 1.831 6.905 -0.534
H: 1.807 4.133 -0.663
H: 0.382 4.934 -0.482
H: 1.282 5.218 3.233
H: -0.179 5.477 2.310
C: -3.584 2.456 1.696
C: -3.455 3.336 2.922
C: -1.954 3.201 3.135
O: -1.442 3.266 1.785
C: -2.488 3.013 0.816
H: -4.619 2.526 1.356
H: -3.410 1.420 1.995
H: -4.062 3.010 3.770
H: -3.848 4.332 2.693
H: -1.864 2.241 3.646
H: -1.553 4.021 3.729
H: -2.152 2.298 0.067
H: -2.828 3.937 0.341
C: 5.155 1.431 1.924
C: 5.017 2.410 3.036
C: 3.847 3.232 2.528
O: 2.977 2.286 1.871
C: 3.749 1.109 1.453
H: 5.625 0.513 2.302
H: 5.909 1.627 1.157
H: 5.933 2.989 3.159
H: 4.729 1.940 3.977
H: 4.110 3.932 1.731
H: 3.335 3.634 3.403
H: 3.786 1.143 0.368
H: 3.353 0.286 2.040
C: 3.152 -0.855 -4.367
C: 2.219 -1.184 -3.183
N: 2.529 -2.268 -2.226
C: 3.706 -1.830 -1.433
C: 3.912 -2.721 -0.198
C: 2.844 -3.573 -2.870
C: 1.778 -3.890 -3.926
H: 3.475 -1.675 -5.009
H: 4.013 -0.307 -3.984
H: 2.583 -0.211 -5.041
H: 2.047 -0.310 -2.548
H: 1.190 -1.347 -3.516
H: 4.693 -1.888 -1.912
H: 3.575 -0.795 -1.116
H: 3.987 -3.791 -0.393
H: 4.751 -2.461 0.453
H: 3.052 -2.683 0.480
H: 2.915 -4.360 -2.122
H: 3.798 -3.567 -3.414
H: 1.902 -3.159 -4.724
H: 0.780 -3.803 -3.478
H: 1.655 -4.869 -4.393
C: -2.561 -0.521 -8.973
C: -3.124 -0.438 -7.550
N: -2.064 -0.463 -6.516
C: -1.437 -1.749 -6.463
C: -2.212 -2.910 -5.707
C: -2.638 0.088 -5.286
C: -1.680 0.052 -4.093
H: -1.632 0.042 -9.014
H: -3.325 -0.048 -9.595
H: -2.507 -1.552 -9.320
H: -3.644 0.524 -7.494
H: -3.927 -1.136 -7.286
H: -1.102 -2.113 -7.432
H: -0.564 -1.607 -5.817
H: -1.559 -3.774 -5.589
H: -2.629 -2.652 -4.736
H: -3.020 -3.217 -6.378
H: -3.594 -0.346 -4.969
H: -2.793 1.147 -5.509
H: -1.716 -0.867 -3.510
H: -1.879 0.858 -3.388
H: -0.671 0.158 -4.499
C: -3.416 -1.265 5.948
C: -2.498 -0.712 4.818
N: -1.841 -1.780 4.064
C: -2.742 -2.590 3.231
C: -3.400 -1.737 2.144
C: -1.165 -2.840 4.879
C: -0.162 -2.371 5.937
H: -3.855 -0.335 6.336
H: -2.833 -1.558 6.821
H: -4.206 -1.935 5.626
H: -3.190 -0.160 4.182
H: -1.766 -0.043 5.273
H: -2.155 -3.363 2.719
H: -3.536 -3.221 3.659
H: -2.739 -1.084 1.567
H: -3.867 -2.356 1.376
H: -4.156 -0.994 2.440
H: -0.589 -3.529 4.251
H: -1.832 -3.560 5.368
H: 0.543 -1.613 5.589
H: 0.431 -3.159 6.403
H: -0.653 -1.920 6.809

The calculation puts the highest occupied orbital energy at -0.621 eV. The energy above the lowest of the compared OMol25 structures with the same formula, charge and spin comes out at 0.0 kcal/mol. The LUMO energy comes out at 3.0320 eV. As for the net charge: -2. Its HOMO-LUMO gap is 3.65 eV.

ORCA calculation (ωB97M-V/def2-TZVPD) on C32H72AsF6N8O10 as an isolated structure in a non-equilibrium geometry.

Element x y z (Å)
As: 0.726 0.534 0.317
F: -0.392 1.530 -0.661
F: 0.547 -0.867 -0.833
F: 1.766 -0.436 1.403
F: 0.775 1.900 1.491
F: -0.775 -0.079 1.192
F: 2.153 1.167 -0.580
C: 1.463 3.451 -4.757
O: 1.540 4.285 -5.612
N: 1.406 2.083 -4.971
C: 1.417 1.193 -3.732
C: 1.310 1.427 -6.327
H: 1.114 3.705 -3.744
H: 1.083 1.739 -2.849
H: 2.406 0.808 -3.481
H: 0.586 0.525 -3.959
H: 0.462 0.760 -6.167
H: 0.988 2.176 -7.051
H: 2.162 0.957 -6.818
C: 3.061 4.730 -0.874
O: 2.741 5.852 -0.549
N: 3.803 4.412 -1.933
C: 4.403 2.994 -2.016
C: 4.065 5.283 -3.048
H: 2.891 3.840 -0.249
H: 4.113 2.351 -1.185
H: 5.486 3.051 -2.127
H: 4.022 2.648 -2.977
H: 3.743 4.760 -3.949
H: 3.667 6.297 -3.022
H: 5.143 5.435 -3.108
C: 3.466 -0.057 4.192
O: 2.920 0.189 5.273
N: 4.657 -0.801 4.053
C: 5.126 -1.201 2.803
C: 5.359 -1.298 5.362
H: 3.169 0.225 3.170
H: 6.080 -0.803 2.457
H: 4.447 -0.867 2.018
H: 5.209 -2.287 2.784
H: 6.159 -0.638 5.697
H: 4.643 -1.365 6.182
H: 5.762 -2.279 5.112
C: 1.436 -3.631 2.582
O: 2.179 -4.458 1.992
N: 1.400 -3.361 3.945
C: 0.445 -2.456 4.587
C: 2.268 -3.936 4.964
H: 0.652 -3.030 2.096
H: 0.030 -1.750 3.868
H: 1.035 -1.874 5.295
H: -0.329 -3.073 5.043
H: 2.854 -4.812 4.685
H: 2.766 -3.188 5.582
H: 1.590 -4.374 5.696
C: -2.624 -2.642 1.785
O: -2.487 -3.390 0.854
N: -3.620 -2.686 2.660
C: -3.524 -1.988 3.900
C: -4.646 -3.602 2.530
H: -1.885 -1.921 2.166
H: -2.698 -1.284 3.997
H: -3.338 -2.841 4.553
H: -4.503 -1.580 4.154
H: -5.240 -3.598 1.616
H: -4.359 -4.653 2.551
H: -5.422 -3.645 3.294
C: 4.718 -3.647 -2.283
O: 5.561 -4.097 -1.468
N: 3.617 -2.941 -1.872
C: 2.639 -2.406 -2.837
C: 3.131 -2.938 -0.489
H: 4.823 -3.778 -3.371
H: 3.231 -2.235 -3.736
H: 2.419 -1.356 -2.639
H: 1.755 -3.020 -3.011
H: 3.715 -2.202 0.063
H: 2.058 -2.811 -0.347
H: 3.465 -3.930 -0.184
C: -0.857 -1.941 -3.723
O: -0.581 -1.494 -4.830
N: -1.045 -3.170 -3.342
C: -1.268 -3.585 -1.980
C: -0.701 -4.404 -4.197
H: -1.058 -1.282 -2.864
H: -1.323 -2.690 -1.361
H: -0.501 -4.229 -1.550
H: -2.162 -4.202 -2.059
H: -0.727 -4.166 -5.261
H: 0.269 -4.742 -3.835
H: -1.412 -5.210 -4.019
C: -3.584 2.504 4.047
O: -4.564 3.090 4.477
N: -2.416 2.417 4.755
C: -1.327 1.738 4.061
C: -2.222 3.162 5.996
H: -3.643 1.951 3.097
H: -0.459 1.821 4.716
H: -1.138 2.217 3.101
H: -1.538 0.673 3.960
H: -1.927 2.465 6.781
H: -1.274 3.695 5.925
H: -2.838 4.019 6.269
C: -2.658 3.493 -2.777
C: -3.982 2.924 -3.227
C: -4.665 4.096 -3.950
O: -3.572 4.944 -4.383
C: -2.285 4.399 -3.960
H: -1.832 2.880 -2.417
H: -2.767 4.166 -1.926
H: -4.596 2.743 -2.345
H: -3.862 2.012 -3.811
H: -5.257 4.598 -3.185
H: -5.303 3.758 -4.767
H: -1.801 5.326 -3.651
H: -1.868 3.881 -4.824
C: -4.595 -0.299 -0.946
C: -3.349 0.397 -0.611
C: -3.740 1.404 0.468
O: -4.775 0.738 1.233
C: -5.378 -0.244 0.398
H: -4.272 -1.324 -1.128
H: -5.125 0.168 -1.776
H: -2.935 0.747 -1.557
H: -2.564 -0.289 -0.293
H: -3.997 2.352 -0.005
H: -2.817 1.559 1.027
H: -6.436 -0.040 0.235
H: -5.252 -1.220 0.866

The calculation puts the highest occupied orbital energy (spin up / spin down) at 1.402 / -4.717 eV. The energy above the lowest of the compared OMol25 structures with the same formula, charge and spin comes out at 0.0 kcal/mol. The LUMO energy (spin up / spin down) comes out at 3.8924 / 3.8825 eV. The multiplicity is 2. As for the net charge: -2. Its HOMO-LUMO gap (spin up / spin down) is 2.49 / 8.60 eV.